Entry 1:
DFT (the ωB97M-V functional and the def2-TZVPD basis) results for the molecule C2H2OS3 at a distorted geometry.

XYZ file:
```
8
Properties=species:S:1:pos:R:3:forces:R:3
C -0.414 0.296 -0.056 0.2 -0.7 -0.1
C 0.907 -0.500 -0.045 0.8 0.5 0.0
H -1.468 2.354 0.361 0.1 -0.4 -0.3
H -0.189 -2.045 0.034 1.1 0.4 -0.1
O 0.804 -1.822 0.019 -1.1 0.6 0.0
S -0.222 2.037 -0.066 0.0 -0.4 0.3
S -1.775 -0.603 -0.131 -0.1 0.6 0.2
S 2.356 0.283 -0.117 -1.0 -0.6 0.0
```
Forces are in eV/Å.

Calculated values
Orbital gap in eV: 7.2
Multiplicity: 1
Energy relative to the best compared isomer or geometry (same formula, charge and spin) in kJ/mol: 24.60
Lowest unoccupied orbital energy in eV: -1.88
SMILES string: OC(=S)C(=S)S
F_max in eV/A: 1.26

=====

Entry 2:
DFT (the ωB97M-V functional and the def2-TZVPD basis) results for a 2-piece molecular cluster, C2H2S2 overall at a distorted geometry.

XYZ file:
```
6
Properties=species:S:1:pos:R:3:forces:R:3
C -1.525 2.874 -3.242 -0.1 0.0 0.0
C 0.481 0.671 -0.509 -1.0 3.9 -0.1
S -0.222 3.393 -2.653 0.1 0.1 -0.1
S 0.836 0.021 -1.906 0.2 -0.7 -0.1
H 0.217 1.863 -0.521 0.6 -2.8 0.3
H 0.373 0.254 0.482 0.2 -0.5 0.0
```
Forces are in eV/Å.

Calculated values
Orbital gap in eV: 8.5
Multiplicity: 1
Energy relative to the best compared isomer or geometry (same formula, charge and spin) in kJ/mol: 237.30
Lowest unoccupied orbital energy in eV: -0.48
F_max in eV/A: 4.06

=====

Entry 3:
DFT (the ωB97M-V functional and the def2-TZVPD basis) results for C2H31O14Pb as an isolated structure at a distorted geometry.

XYZ file:
```
48
Properties=species:S:1:pos:R:3:forces:R:3
Pb 3.407 0.112 0.420 -2.3 -0.7 0.8
C -0.679 0.899 0.132 -1.0 -1.1 -0.2
C 0.044 -0.434 -0.006 0.6 0.8 0.3
O 1.135 -0.504 0.906 2.1 0.2 -0.7
H -1.150 0.984 1.114 0.3 0.1 0.1
H -1.511 0.819 -0.567 0.2 0.5 -0.3
H -0.095 1.786 -0.092 0.2 -0.2 0.0
H 0.320 -0.565 -1.064 0.2 -0.1 0.1
H -0.619 -1.277 0.224 -0.2 0.2 0.0
O -0.581 4.487 1.133 0.2 -0.2 0.0
H -0.635 3.540 1.303 -0.1 0.1 0.1
H 0.032 4.572 0.397 -0.1 0.1 -0.1
O -0.572 -1.976 3.069 -0.1 0.2 -0.3
H -0.077 -1.665 2.300 0.2 0.0 0.2
H -1.142 -1.224 3.321 0.3 -0.6 0.0
O -2.682 -2.382 -1.455 0.0 0.1 -0.2
H -3.151 -3.029 -1.994 0.0 0.0 0.1
H -2.169 -2.912 -0.837 0.0 0.0 0.0
O -3.723 1.377 0.091 -0.1 0.0 0.1
H -3.095 0.650 0.144 -0.3 0.0 0.0
H -4.092 1.317 -0.796 -0.1 0.0 0.1
O 0.423 1.183 3.439 0.1 0.2 -0.3
H 0.561 0.960 2.510 0.1 -0.2 0.1
H -0.443 0.798 3.644 0.2 0.1 0.3
O 1.270 -2.531 -3.305 0.0 0.2 0.1
H 0.999 -1.897 -3.975 -0.1 -0.1 0.0
H 1.754 -2.017 -2.645 -0.1 -0.2 0.0
O 1.544 -3.321 -0.057 -0.1 0.3 -0.1
H 0.803 -3.719 -0.526 0.1 -0.1 -0.1
H 1.209 -2.465 0.251 0.2 -0.1 0.2
O 3.587 -1.359 2.603 -0.2 0.3 0.0
H 2.748 -1.422 3.090 0.0 0.0 -0.2
H 4.273 -1.437 3.277 0.0 0.0 -0.1
O 0.773 1.237 -3.083 0.6 -0.3 0.3
H 0.820 0.821 -3.951 -0.2 0.2 -0.1
H -0.126 1.039 -2.770 -0.3 0.0 -0.2
O -2.114 0.054 4.040 -0.5 0.5 -0.1
H -2.654 0.627 3.481 -0.1 -0.1 0.1
H -2.536 0.090 4.907 0.1 -0.1 0.0
O -2.011 0.426 -3.114 -0.1 -0.1 0.1
H -2.352 -0.445 -2.864 0.1 -0.1 0.1
H -2.749 0.865 -3.551 0.1 0.1 0.0
O 2.877 -0.283 -1.977 -0.1 0.3 -0.1
H 3.434 -0.294 -2.769 0.1 -0.1 0.2
H 2.104 0.280 -2.224 -0.2 -0.1 -0.2
O 2.403 2.440 -0.510 0.2 -0.1 -0.3
H 2.065 3.285 -0.188 0.1 -0.1 0.2
H 2.373 2.511 -1.475 -0.1 0.0 0.1
```
Forces are in eV/Å.

Calculated values
Charge: +1
Orbital gap in eV: 8.6
Multiplicity: 1
Energy relative to the best compared isomer or geometry (same formula, charge and spin) in kJ/mol: 0.00
Lowest unoccupied orbital energy in eV: -4.25
F_max in eV/A: 2.52

=====

Entry 4:
DFT (the ωB97M-V functional and the def2-TZVPD basis) results for a 13-piece molecular cluster, C2H32NO12 overall at a distorted geometry.

XYZ file:
```
47
Properties=species:S:1:pos:R:3:forces:R:3
C -1.572 1.040 -2.590 -0.6 0.5 1.6
N -0.754 1.858 -1.587 -1.5 -1.5 0.7
C -0.833 3.317 -1.805 0.2 0.2 0.9
H -2.442 1.680 -2.772 0.3 -0.3 -0.6
H -0.992 0.762 -3.440 0.0 0.3 -0.5
H -1.972 0.176 -2.037 0.4 0.3 -0.5
H 0.169 1.402 -1.428 -0.2 0.9 -0.4
H -1.261 1.716 -0.690 0.1 -0.2 -0.2
H -0.024 3.631 -2.443 -0.2 0.3 -0.4
H -0.799 3.788 -0.827 0.7 0.1 0.1
H -1.851 3.598 -2.089 0.5 -0.3 -0.8
H -3.033 1.451 4.181 0.1 0.3 0.2
H -3.525 0.311 3.276 0.5 1.6 -0.1
O -3.211 1.264 3.257 -1.0 -1.8 0.1
H 2.515 0.031 0.065 2.7 0.1 0.4
H 1.374 -0.671 -0.382 -0.2 -0.5 -0.3
O 1.605 0.149 0.038 -2.8 1.4 0.4
H 3.812 -0.407 -1.915 0.7 0.2 1.0
H 3.029 -0.799 -3.030 -0.4 -0.7 0.2
O 2.904 -0.654 -2.073 0.5 -0.1 -1.8
H 1.949 0.537 -3.000 0.2 0.3 0.5
H 0.773 0.355 -3.867 -1.2 -1.6 -1.3
O 1.256 1.026 -3.456 1.0 1.6 0.8
H 1.123 -3.135 0.450 0.8 1.1 -2.0
H 0.324 -2.115 -0.258 0.2 -0.1 -0.6
O 1.239 -2.447 -0.300 -1.2 -2.1 2.1
H -3.402 3.326 -0.739 -1.9 0.9 -1.2
H -3.853 2.399 0.627 1.4 1.7 -2.5
O -3.157 2.852 0.014 0.4 -2.5 3.7
H -3.357 -1.447 -0.491 -0.6 0.9 -0.9
H -2.225 -0.740 -0.055 -0.5 1.5 -0.3
O -2.985 -0.548 -0.665 0.3 -2.9 1.2
H -2.233 0.997 1.924 1.3 -1.0 -0.9
H -0.865 0.188 1.701 -0.8 0.4 0.0
O -1.682 0.475 1.248 0.4 0.8 0.8
H 0.000 -1.768 3.700 -0.5 -0.9 0.8
H 0.792 -0.746 3.057 -1.4 0.1 -0.4
O -0.162 -1.051 3.101 2.3 0.6 -0.4
H -1.567 -3.589 1.810 -0.3 -0.2 0.1
H -0.248 -2.872 1.498 -2.3 -1.2 -0.8
O -0.991 -3.437 1.057 2.2 1.6 1.1
H 4.154 -0.951 1.462 0.3 0.9 0.4
H 4.604 -0.109 2.819 -0.3 -0.6 -0.9
O 3.986 -0.734 2.395 -0.2 0.2 0.9
H 3.110 -2.444 0.013 0.7 0.2 0.3
H 4.378 -2.451 0.987 0.0 -1.1 0.5
O 4.026 -2.134 0.166 -0.3 0.4 -1.2
```
Forces are in eV/Å.

Calculated values
Charge: +1
Orbital gap in eV: 11.0
Multiplicity: 1
Energy relative to the best compared isomer or geometry (same formula, charge and spin) in kJ/mol: 137.14
Lowest unoccupied orbital energy in eV: -2.61
F_max in eV/A: 4.51

=====

Entry 5:
DFT (the ωB97M-V functional and the def2-TZVPD basis) results for a 17-piece molecular cluster, C2H38NO16S overall at a distorted geometry.

XYZ file:
```
58
Properties=species:S:1:pos:R:3:forces:R:3
C -1.119 0.045 0.339 1.2 -1.2 0.6
C -1.771 -0.395 -0.983 0.3 -0.5 -0.2
S -0.685 -1.371 -2.103 0.0 -0.1 0.0
N 0.270 0.506 0.234 -0.8 -1.7 -1.4
H -1.134 -0.752 1.075 0.3 -0.5 -0.3
H -1.663 0.847 0.847 1.3 -2.6 -0.2
H -2.072 0.478 -1.561 0.0 -0.4 0.3
H -2.666 -0.989 -0.752 0.4 0.2 -0.3
H 0.335 1.200 -0.494 0.2 -0.8 -0.2
H 0.871 -0.273 0.005 -0.3 -0.2 -1.1
H -3.198 0.610 0.649 -0.7 -0.3 0.1
H -4.482 -0.240 0.514 -0.1 0.0 0.1
O -3.704 -0.139 1.067 -0.5 0.5 0.3
H 0.522 1.946 -2.160 0.2 0.1 -0.1
H 0.246 0.566 -2.830 -0.2 -0.3 0.1
O 0.400 1.524 -3.024 -0.1 0.1 -0.3
H 2.323 2.472 -0.346 0.3 -0.1 0.1
H 2.765 1.292 0.531 0.2 0.3 0.0
O 3.082 1.883 -0.180 0.0 0.0 0.0
H 2.977 -2.435 -1.435 0.3 -0.3 0.3
H 3.915 -3.282 -0.394 0.0 0.1 -0.4
O 3.044 -2.907 -0.539 -0.2 0.1 0.3
H -2.769 1.609 -3.075 0.0 -0.2 -0.2
H -1.284 2.028 -2.857 -0.2 -0.1 -0.3
O -2.219 2.277 -2.665 0.1 0.7 0.1
H 1.582 -0.226 1.512 0.2 0.5 0.9
H 2.212 0.356 2.822 0.2 -0.1 0.0
O 1.909 0.598 1.939 0.9 -0.7 0.9
H 2.214 -2.296 1.129 0.0 0.0 0.0
H 0.844 -2.872 1.335 0.1 0.2 -0.1
O 1.478 -2.258 1.766 0.0 -0.1 -0.2
H 2.441 1.340 -3.098 -0.1 -0.2 -0.1
H 3.224 1.234 -1.787 0.2 -0.2 -0.2
O 3.223 0.909 -2.723 0.1 0.3 0.3
H 0.015 -3.558 -0.936 -0.3 0.5 0.1
H 1.418 -3.789 -0.425 -0.3 -0.1 0.2
O 0.481 -3.933 -0.173 0.4 -0.4 -0.2
H -2.340 2.174 -0.878 -0.1 0.1 0.3
H -1.645 2.122 0.557 -0.3 1.1 -0.5
O -2.498 2.039 0.083 -1.4 2.9 -0.6
H 3.008 -0.789 -2.774 -0.2 -0.1 -0.1
H 1.991 -1.895 -3.233 0.2 0.2 0.4
O 2.873 -1.772 -2.841 -0.2 0.1 -0.4
H 0.365 3.919 -1.043 0.0 0.0 0.1
H 0.237 2.805 0.060 -0.1 0.5 0.5
O 0.678 3.048 -0.784 -0.1 0.6 -0.2
H -1.285 0.214 3.494 -0.3 0.4 -0.1
H -2.583 0.855 2.912 0.0 -0.1 0.2
O -1.795 1.072 3.431 -0.1 -0.2 0.1
H -3.029 -1.647 1.581 0.2 -0.3 0.1
H -2.212 -2.940 1.277 0.0 0.0 -0.1
O -2.627 -2.450 1.995 -0.2 0.0 0.0
H 0.223 -1.470 2.834 -0.4 0.0 0.4
H -1.281 -1.845 3.001 0.1 0.1 0.0
O -0.560 -1.310 3.401 0.3 -0.2 0.0
H -0.864 2.000 2.352 0.6 0.1 -0.1
H 0.526 1.605 1.700 -0.6 0.1 0.0
O -0.209 2.259 1.649 -0.4 2.1 1.4
```
Forces are in eV/Å.

Calculated values
Charge: -1
Orbital gap in eV: 6.8
Multiplicity: 1
Energy relative to the best compared isomer or geometry (same formula, charge and spin) in kJ/mol: 0.00
Lowest unoccupied orbital energy in eV: 2.64
F_max in eV/A: 3.27

=====

Entry 6:
DFT (the ωB97M-V functional and the def2-TZVPD basis) results for a 18-piece molecular cluster, C2H38O19 overall at a distorted geometry.

XYZ file:
```
59
Properties=species:S:1:pos:R:3:forces:R:3
O 0.107 -3.712 6.384 -0.1 -0.4 0.3
C -0.093 -4.498 7.533 3.0 -0.7 -1.4
C -0.553 -5.917 7.160 1.3 1.1 -1.0
O -0.797 -6.655 8.252 -0.5 -0.9 1.7
H -0.795 -4.043 8.224 -0.2 0.0 0.4
H 0.960 -4.570 7.992 -1.7 -0.1 0.4
H 0.147 -6.445 6.411 -0.4 0.9 0.9
H -1.443 -5.773 6.593 -1.0 0.3 -0.9
O 0.577 -7.409 4.237 1.3 -1.7 -0.2
H 1.503 -7.312 4.498 0.0 -0.1 -0.1
H 0.206 -6.629 4.611 -1.1 1.4 -0.1
O -2.869 -5.200 9.176 0.0 -1.0 1.4
H -2.780 -5.785 9.967 -0.6 0.7 -0.6
H -2.075 -5.560 8.735 0.4 -0.3 -0.7
O 2.506 -6.466 7.827 -0.5 0.5 -0.8
H 1.570 -6.379 7.523 1.2 -0.4 0.6
H 2.468 -6.718 8.747 -0.4 -0.1 0.4
O -0.796 -5.044 4.257 0.3 0.0 0.3
H -0.378 -4.709 5.091 0.1 0.7 -0.5
H -1.684 -5.212 4.580 -0.3 -0.1 -0.4
O 0.467 -8.885 7.485 0.1 0.3 1.0
H 0.069 -8.003 7.652 -0.1 -0.4 1.0
H 0.372 -8.884 6.557 0.1 -0.5 -2.0
O -2.453 -3.210 6.122 -1.3 -0.5 -0.8
H -2.906 -2.531 6.594 -0.5 0.7 0.6
H -1.576 -3.286 6.500 1.3 0.0 -0.2
O 0.445 -5.930 10.484 0.4 -0.3 0.3
H -0.112 -5.965 9.683 0.1 -0.6 -0.6
H -0.013 -5.314 11.041 -0.1 0.6 0.4
O 2.665 -4.887 5.219 1.3 -0.2 -0.7
H 3.477 -4.320 5.172 -1.8 -0.5 0.6
H 1.904 -4.463 5.642 0.1 0.8 0.0
O -1.084 -8.883 10.101 0.1 -0.2 1.0
H -1.846 -9.278 9.702 -0.6 -0.5 -0.4
H -0.907 -8.156 9.507 0.4 0.6 -0.5
O -3.308 -6.133 4.704 0.3 -0.1 -0.3
H -3.918 -6.741 4.308 -0.4 -0.5 -0.5
H -3.806 -5.673 5.364 -0.4 0.8 0.7
O -3.505 -2.663 9.645 0.1 0.6 0.0
H -2.665 -2.217 9.488 -0.1 0.1 0.0
H -3.314 -3.581 9.376 0.0 -0.3 0.0
O 0.406 -3.018 10.295 -0.5 -0.1 1.3
H 0.439 -2.794 9.359 -0.1 0.5 -0.1
H -0.513 -2.981 10.620 0.6 0.0 -0.7
O -2.775 -7.901 6.900 -0.4 -0.3 0.2
H -3.109 -7.400 6.153 0.4 0.0 0.0
H -2.084 -7.345 7.324 -0.2 -0.5 0.3
O 0.875 -1.766 7.903 0.2 1.0 1.3
H 0.699 -2.555 7.375 -0.4 -0.7 -1.4
H 1.510 -1.292 7.371 0.2 0.2 -0.2
O 2.975 -4.309 11.035 0.3 0.3 -0.3
H 2.145 -4.340 10.529 0.0 -0.1 0.3
H 2.799 -4.799 11.836 -0.2 -0.2 0.1
O 0.156 -1.490 4.895 0.2 1.1 -0.6
H -0.667 -1.440 4.412 -0.3 0.0 -0.1
H 0.143 -2.385 5.230 0.1 -0.9 0.7
O 3.398 -3.388 7.797 1.1 0.4 -0.7
H 3.126 -2.816 8.502 -0.4 0.3 0.6
H 2.757 -4.088 7.741 -0.3 -0.8 0.1
```
Forces are in eV/Å.

Calculated values
Charge: -2
Orbital gap in eV: 7.5
Multiplicity: 1
Energy relative to the best compared isomer or geometry (same formula, charge and spin) in kJ/mol: 39.38
Lowest unoccupied orbital energy in eV: 4.59
F_max in eV/A: 3.39